The following is a quantum chemistry calculation of a cluster of 9 separate species, C48H52F5IN10O4P2S2 in total at a distorted geometry, from the OMol25 dataset.

## Properties
Net charge ... 0
Energy relative to the best compared isomer or geometry (same formula, charge and spin) ... 2.814 eV
Strongest force on any atom ... 0.107 hartree/bohr
SMILES string ... N#CO[C@@H](CO[C@@H](S)[PH2]=S)O[C@](CN)(P(O)I)C(F)(F)C(F)(F)F.c1ccncc1.c1ccncc1.c1ccncc1.c1ccncc1.c1ccncc1.c1ccncc1.c1ccncc1.c1ccncc1
Energy ... -135640.2812 eV

Bonds (Å) are listed after each position.
Atoms and positions in Å:
1 H 10.57472 -4.59075 -0.62378  S110 1.391
2 C -8.36378 8.66599 0.46452  C68 1.386, H74 1.083, C97 1.388
3 H -2.77495 -3.60472 -0.61002  C51 1.085
4 H -10.17117 11.21303 -0.84012  C95 1.083
5 H -2.93612 11.16528 3.92210  C87 1.085
6 C -1.47964 -0.89214 -1.84170  N43 1.342, C78 1.386, H79 1.086
7 C -3.09125 3.43380 0.33590  C80 1.387, C86 1.386, H101 1.083
8 H -1.28803 -7.96149 0.58352  C63 1.085
9 H -4.69781 -0.40183 -2.71778  C52 1.085
10 C 0.81061 -9.73643 -2.04521  H60 1.083, C65 1.386, C100 1.387
11 H -3.71142 5.33193 1.13446  C80 1.084
12 F 4.22611 -5.23803 -3.69664  C24 1.430
13 H -5.62096 8.91102 1.79124  C42 1.085
14 H -4.93972 12.97007 0.58787  C94 1.085
15 H -10.17105 9.60328 -2.74799  C59 1.085
16 C 1.70581 1.69392 -4.66558  C25 1.387, C46 1.385, H69 1.083
17 H -2.65589 1.64843 -0.78953  C86 1.085
18 N 3.60968 -2.15873 0.86257  C23 1.524, H89 1.040, H104 1.029
19 S 7.80851 0.33541 0.19853  P96 1.952
20 H 0.38326 0.44047 -3.51532  C46 1.085
21 F 5.63730 -6.38341 -2.20431  C24 1.404
22 C 7.63293 -8.85197 6.42298  H49 1.085, N57 1.342, C72 1.386
23 C 4.70954 -2.27524 -0.18535  N18 1.524, H81 1.142, H91 1.148, C92 1.594
24 C 5.42454 -5.19321 -2.91805  F12 1.430, F21 1.404, F103 1.440, C114 1.604
25 C 2.69660 2.66018 -4.57017  C16 1.387, C47 1.387, H77 1.085
26 C -3.84524 12.23681 2.28777  C87 1.386, C94 1.387, H112 1.083
27 C -8.59377 3.33416 -0.13578  C32 1.387, H56 1.083, C84 1.386
28 H 2.79097 2.82103 -1.19951  C73 1.085
29 C -4.38911 4.14156 -1.94598  N31 1.343, H33 1.085, C120 1.385
30 H -8.23189 6.15507 2.38906  C38 1.085
31 N -3.77768 2.94593 -1.91930  C29 1.343, C86 1.343
32 C -9.74224 3.82673 0.46701  C27 1.387, C36 1.388, H75 1.085
33 H -4.89632 4.38073 -2.87528  C29 1.085
34 H -8.97985 10.56815 1.25720  C97 1.085
35 H -6.45043 3.54134 -0.22335  C84 1.085
36 C -9.63239 4.85473 1.39258  C32 1.388, C38 1.385, H98 1.083
37 C 5.64736 -7.86252 4.84903  C62 1.386, H83 1.087, C108 1.388
38 C -8.36956 5.34905 1.67524  H30 1.085, C36 1.385, N93 1.342
39 F 7.01527 -3.65863 -1.92218  C114 1.447
40 O 7.97127 -2.70294 0.73454  C64 1.437, C106 1.438
41 H 1.96357 -7.92002 -1.91778  C65 1.084
42 C -5.12984 9.87222 1.90429  H13 1.085, N55 1.342, C99 1.386
43 N -1.54273 -2.07484 -1.21076  C6 1.342, C51 1.342
44 H 10.49538 -0.07781 1.03718  P96 1.430
45 H -1.95918 -10.24536 -0.16775  C54 1.083
46 C 1.16262 1.19477 -3.49287  C16 1.385, H20 1.085, N122 1.342
47 C 3.10596 3.08696 -3.31501  C25 1.387, C73 1.386, H118 1.083
48 C -3.90928 -2.09474 -1.65020  C51 1.386, C52 1.388, H58 1.083
49 H 8.45434 -9.21211 7.03398  C22 1.085
50 N -9.05384 8.17104 -1.78804  C59 1.343, C68 1.343
51 C -2.75232 -2.65052 -1.12663  H3 1.085, N43 1.342, C48 1.386
52 C -3.81516 -0.87023 -2.29592  H9 1.085, C48 1.388, C78 1.387
53 H 4.37324 -9.35759 5.72497  C108 1.085
54 C -1.08261 -9.76284 -0.58186  H45 1.083, C63 1.385, C100 1.388
55 N -4.25917 9.95236 2.92287  C42 1.342, C87 1.342
56 H -8.64250 2.53352 -0.86320  C27 1.083
57 N 7.93067 -7.82278 5.61429  C22 1.342, C62 1.343
58 H -4.85927 -2.60595 -1.55504  C48 1.083
59 C -9.66337 9.36698 -1.81842  H15 1.085, N50 1.343, C95 1.386
60 H 1.43972 -10.19706 -2.79663  C10 1.083
61 H 10.03777 -0.40424 -1.20695  P96 1.435
62 C 6.93559 -7.35088 4.84564  C37 1.386, N57 1.343, H67 1.085
63 C -0.70952 -8.49585 -0.16343  H8 1.085, C54 1.385, N124 1.342
64 C 9.37042 -2.47644 0.50038  O40 1.437, H90 1.146, P96 1.930, S110 1.858
65 C 1.10166 -8.47150 -1.55915  C10 1.386, H41 1.084, N124 1.343
66 I 1.82420 -3.03643 -2.62382  P117 2.486
67 H 7.20480 -6.52114 4.20094  C62 1.085
68 C -8.41760 7.84571 -0.65123  C2 1.386, N50 1.343, H115 1.085
69 H 1.36284 1.33677 -5.62862  C16 1.083
70 H 2.82933 -6.45404 -0.31165  O119 0.994
71 O 6.13626 -5.52605 2.22295  C82 1.426, C88 1.484
72 C 6.37881 -9.43636 6.49778  C22 1.386, H102 1.083, C108 1.388
73 C 2.50269 2.52293 -2.20255  H28 1.085, C47 1.386, N122 1.342
74 H -7.83718 8.35101 1.35655  C2 1.083
75 H -10.71370 3.41388 0.21773  C32 1.085
76 H 8.03102 -4.84342 0.29642  C106 1.147
77 H 3.14576 3.07656 -5.46526  C25 1.085
78 C -2.57704 -0.25235 -2.39527  C6 1.386, C52 1.387, H121 1.083
79 H -0.48932 -0.45097 -1.89620  C6 1.086
80 C -3.72990 4.66426 0.28012  C7 1.387, H11 1.084, C120 1.387
81 H 5.64843 -1.85110 0.30626  C23 1.142
82 C 4.79344 -5.93776 2.47234  O71 1.426, N107 1.203
83 H 4.87984 -7.43940 4.20652  C37 1.087
84 C -7.37662 3.89407 0.21759  C27 1.386, H35 1.085, N93 1.343
85 H -6.11825 10.79765 0.23390  C99 1.083
86 C -3.14256 2.61765 -0.78293  C7 1.386, H17 1.085, N31 1.343
87 C -3.63545 11.12887 3.09312  H5 1.085, C26 1.386, N55 1.342
88 C 6.10450 -4.34318 1.32737  O71 1.484, C106 1.627, O109 1.410, H116 1.139
89 H 3.77847 -1.27959 1.39284  N18 1.040
90 H 10.02116 -2.72896 1.40905  C64 1.146
91 H 4.40091 -1.52437 -0.99771  C23 1.148
92 C 4.80030 -3.79197 -0.66737  C23 1.594, O109 1.419, C114 1.610, P117 1.949
93 N -7.24281 4.88989 1.10822  C38 1.342, C84 1.343
94 C -4.74917 12.12557 1.24126  H14 1.085, C26 1.387, C99 1.388
95 C -9.66435 10.25952 -0.75842  H4 1.083, C59 1.386, C97 1.387
96 P 9.52466 -0.59095 0.12048  S19 1.952, H44 1.430, H61 1.435, C64 1.930
97 C -9.00075 9.89727 0.40497  C2 1.388, H34 1.085, C95 1.387
98 H -10.50765 5.26296 1.88239  C36 1.083
99 C -5.40668 10.92023 1.04117  C42 1.386, H85 1.083, C94 1.388
100 C -0.30418 -10.39196 -1.54312  C10 1.387, C54 1.388, H105 1.085
101 H -2.56517 3.11605 1.22740  C7 1.083
102 H 6.19635 -10.26749 7.16769  C72 1.083
103 F 6.47028 -5.15636 -3.90761  C24 1.440
104 H 3.66097 -2.93171 1.53951  N18 1.029
105 H -0.56430 -11.38359 -1.89746  C100 1.085
106 C 7.68815 -4.07150 1.07193  O40 1.438, H76 1.147, C88 1.627, H111 1.159
107 N 3.78088 -6.22165 3.05617  C82 1.203
108 C 5.36862 -8.92781 5.69386  C37 1.388, H53 1.085, C72 1.388
109 O 5.37095 -4.76153 0.19778  C88 1.410, C92 1.419
110 S 10.07709 -3.34306 -0.98376  H1 1.391, C64 1.858
111 H 8.17903 -4.26498 2.10432  C106 1.159
112 H -3.31520 13.16263 2.47369  C26 1.083
113 H -4.90076 5.98268 -0.96126  C120 1.083
114 C 5.58776 -3.84151 -2.07024  C24 1.604, F39 1.447, C92 1.610, F123 1.441
115 H -7.93212 6.87502 -0.65492  C68 1.085
116 H 5.66883 -3.52562 1.98991  C88 1.139
117 P 2.93759 -4.34338 -0.82626  I66 2.486, C92 1.949, O119 1.742
118 H 3.87627 3.83976 -3.20338  C47 1.083
119 O 2.88269 -6.04065 -1.21398  H70 0.994, P117 1.742
120 C -4.39251 5.02968 -0.88276  C29 1.385, C80 1.387, H113 1.083
121 H -2.46712 0.70415 -2.89185  C78 1.083
122 N 1.54133 1.58848 -2.26680  C46 1.342, C73 1.342
123 F 5.20533 -2.78554 -2.97383  C114 1.441
124 N 0.36445 -7.84003 -0.63113  C63 1.342, C65 1.343

Löwdin population analysis, charges in e, atoms 1 to 2:
1 H -0.107
2 C -0.088